Entry from the Open Molecules 2025 dataset: a cluster of 26 separate species, C26H104N52O26 in total at a distorted geometry (wB97M-V/def2-TZVPD).

The geometry in XYZ format:
```
208
Properties=species:S:1:pos:R:3:forces:R:3
C -1.5735 -6.0607 4.3658 0.4 1.9 0.4
O -0.7664 -6.5338 3.5896 0.3 -0.6 -0.9
N -2.6193 -6.7611 4.8416 -0.1 1.2 0.5
N -1.4595 -4.7457 4.7511 0.7 -1.9 -0.3
H -3.2101 -6.4619 5.5829 -0.4 0.1 0.2
H -2.7005 -7.6319 4.4400 -0.3 -2.3 -0.4
H -0.8327 -4.2815 4.1058 -0.5 0.7 0.6
H -2.1900 -4.3394 5.2862 -0.3 0.8 -0.1
C -0.4547 6.7427 -4.0439 -2.0 2.5 2.6
O -0.6180 7.5991 -3.1289 0.4 -0.8 -0.9
N -0.1255 7.1146 -5.2797 0.8 -3.8 -0.6
N -0.8249 5.4339 -3.7611 1.4 -0.6 0.5
H -0.1832 8.0091 -5.7138 0.1 0.3 0.3
H 0.1226 6.2206 -5.7470 0.0 1.4 -0.9
H -0.2483 4.6854 -4.1827 -0.6 0.7 0.0
H -0.8170 5.3137 -2.7335 -0.1 0.1 -0.7
C 5.8080 -4.6819 2.1357 -0.7 1.8 -0.6
O 6.6405 -5.5784 1.9281 -1.0 0.7 0.6
N 6.0412 -3.3604 1.6927 0.4 -1.5 0.7
N 4.5477 -4.8669 2.6794 3.3 -2.2 -0.8
H 7.0466 -3.1917 1.5840 -1.0 0.4 0.0
H 5.3577 -2.6232 1.8917 0.7 -0.4 -0.1
H 4.4087 -5.8501 2.8661 -0.8 0.4 0.2
H 3.9068 -4.1495 2.8306 -1.1 1.1 0.3
C -2.5933 0.4368 -3.9215 -0.7 0.1 -0.2
O -1.9117 1.4422 -3.6757 0.5 -0.8 -0.4
N -2.2795 -0.6498 -4.6800 0.7 0.1 -0.2
N -3.8912 0.3767 -3.5116 -1.1 1.3 1.3
H -1.4722 -0.8757 -5.2226 0.9 0.9 -0.1
H -2.8438 -1.4487 -4.5830 -1.0 -0.8 0.4
H -4.1188 0.9184 -2.6704 0.8 -0.1 -0.6
H -4.4825 -0.4274 -3.5048 0.4 -0.9 -0.6
C -1.2284 6.1022 0.2428 0.5 0.0 -0.4
O -0.5209 5.1586 -0.1853 -0.4 0.5 -0.1
N -1.5526 6.1083 1.5778 -0.4 0.5 -0.1
N -1.6257 7.1461 -0.5602 0.6 -1.7 0.0
H -2.3725 6.5561 1.9771 0.2 0.0 -0.5
H -1.2249 5.3278 2.1282 -0.1 -0.2 -0.1
H -1.3103 7.2852 -1.5551 0.0 -0.4 0.9
H -1.9912 7.9234 -0.0928 -0.6 1.2 0.6
C 0.7325 3.2131 -5.6640 0.0 1.1 0.8
O 1.1095 4.4001 -5.7771 0.4 -0.3 -0.2
N 0.9429 2.5556 -4.4728 -1.4 -1.1 -1.7
N 0.0288 2.6387 -6.6579 -0.2 -1.9 0.8
H 0.2205 1.8543 -4.2251 0.8 0.5 0.3
H 1.5053 3.0518 -3.8120 -0.1 0.0 0.4
H -0.0531 3.1204 -7.5169 0.0 0.6 -0.5
H -0.2572 1.6510 -6.6414 0.5 0.7 0.2
C -4.7871 4.1087 3.7078 -0.6 2.6 -0.9
O -4.8845 5.2322 3.1697 -0.1 -0.8 0.3
N -3.7744 3.7769 4.4694 1.5 0.9 1.2
N -5.7112 3.1167 3.5851 -1.7 1.5 -2.1
H -2.9781 4.3759 4.5095 0.3 0.2 -0.1
H -3.6387 2.8536 4.7734 0.1 -1.1 0.3
H -5.1381 2.3232 3.5614 0.0 -2.1 -0.3
H -6.1185 3.3178 2.6272 0.2 -1.0 1.3
C -3.8450 -6.7671 0.8001 1.6 -0.7 1.4
O -4.2967 -7.1455 -0.2721 -1.3 0.0 -0.6
N -2.5664 -6.3114 0.8141 0.3 0.4 0.2
N -4.4951 -6.8558 1.9924 0.7 0.4 -0.4
H -1.9330 -6.1345 1.5832 -0.5 -0.2 0.3
H -2.1676 -6.3403 -0.0977 0.6 0.0 -0.2
H -5.3575 -7.3414 1.8921 -0.5 -0.3 0.6
H -3.9655 -6.7818 2.8633 -0.7 0.0 -0.5
C 5.3956 -2.5459 -1.8821 0.9 -0.5 0.3
O 4.5180 -3.2080 -2.4869 1.4 0.9 0.9
N 6.7751 -2.8451 -1.8934 -0.8 -1.4 -1.2
N 5.1619 -1.4806 -1.0490 1.5 0.0 -0.7
H 7.2294 -3.6903 -2.3022 -1.3 1.2 0.4
H 7.3902 -2.2533 -1.3876 0.3 0.4 0.4
H 5.9807 -0.8142 -0.8872 -1.7 -0.8 -0.2
H 4.2422 -1.1035 -1.1384 -0.6 0.5 0.1
C 1.4718 -1.2085 -5.1061 -0.1 -0.4 0.1
O 0.7701 -0.7898 -6.0292 0.0 0.1 0.0
N 0.9564 -1.5886 -3.9214 1.7 -0.3 0.7
N 2.8402 -1.3654 -5.2673 -1.3 1.0 -2.5
H 0.0204 -1.4215 -3.6823 -1.3 0.4 -0.1
H 1.4860 -1.9564 -3.1280 0.0 0.2 -0.5
H 3.1182 -1.5182 -6.2398 -0.2 0.1 0.7
H 3.4551 -1.6587 -4.5826 1.0 -1.0 1.7
C -5.0322 -1.0519 1.5173 0.5 -0.3 -1.7
O -5.2416 -1.3341 2.6751 -1.3 0.0 2.6
N -5.8541 -0.3151 0.7456 -0.7 1.1 -0.8
N -3.9532 -1.5712 0.9238 0.7 -0.4 -0.4
H -5.5745 0.0307 -0.2001 -0.2 -0.4 1.6
H -6.5797 0.1862 1.2545 0.4 -0.1 -0.5
H -3.6321 -1.1226 0.0796 0.5 -0.3 -0.1
H -3.3960 -2.1553 1.5555 0.3 0.5 -0.6
C -0.7302 -2.0261 2.3347 -0.6 0.4 -0.6
O -1.7348 -2.5370 2.8454 -0.3 0.7 1.1
N -0.3290 -0.6995 2.5018 -1.1 -1.8 0.0
N -0.0948 -2.7617 1.4144 3.2 1.9 -1.3
H -0.7816 -0.1463 3.2156 0.3 -0.2 0.0
H 0.5692 -0.4341 2.1720 0.5 0.3 -0.1
H 0.7738 -2.3855 0.9888 -1.0 -0.3 0.3
H -0.1378 -3.7421 1.2921 -0.8 -0.8 0.4
C 0.7604 -4.2386 -1.7700 -0.1 0.1 0.7
O 0.6092 -3.0307 -1.5112 0.7 -0.2 -0.2
N 1.9467 -4.8473 -1.9338 1.2 0.6 -0.6
N -0.3605 -5.0129 -1.7421 0.6 -0.8 -0.2
H 2.0855 -5.8390 -2.2249 -0.1 1.3 0.7
H 2.7870 -4.2070 -1.9319 -1.2 -1.2 -0.2
H -1.1793 -4.4547 -1.6779 -0.9 0.0 -0.2
H -0.3677 -5.8731 -2.2669 -0.3 0.0 0.1
C 5.3759 1.6810 -5.0760 0.1 2.1 1.2
O 5.4785 2.5780 -4.1923 -0.2 -1.5 -1.3
N 4.5008 1.7672 -6.1227 -1.3 -1.6 -0.6
N 6.1663 0.5942 -5.0650 -0.4 -0.6 -0.9
H 3.8720 0.9267 -6.1523 0.8 1.2 -0.3
H 4.0093 2.6387 -6.2780 0.1 -0.1 0.5
H 6.2879 -0.1128 -5.7934 -0.4 0.8 0.4
H 6.6645 0.5028 -4.2310 1.0 -0.4 1.3
C 4.0636 4.2377 2.8515 -0.3 1.1 0.4
O 4.5727 3.1321 2.7836 0.2 -1.1 -0.1
N 3.9949 4.9008 4.0626 0.2 -0.3 -0.2
N 3.5398 4.8960 1.7822 0.2 0.5 1.1
H 4.5916 4.5430 4.8103 -0.4 0.2 -0.6
H 3.7881 5.8853 4.0654 0.1 0.0 0.1
H 3.3619 4.4514 0.8987 -0.1 -0.3 -0.3
H 2.8931 5.6223 2.0380 -0.1 0.1 -0.3
C -5.6765 3.9708 -0.0959 1.3 0.3 -0.3
O -5.5834 2.9342 0.5780 -0.8 1.6 -0.9
N -6.1925 5.1873 0.3495 0.2 -0.3 -1.0
N -5.1498 4.0164 -1.4130 -0.5 -0.5 -0.1
H -6.3554 5.8610 -0.4181 0.3 -0.5 1.3
H -5.9943 5.5030 1.3126 -0.1 -0.4 -0.6
H -4.8944 4.8070 -2.0232 -0.6 -0.4 1.3
H -5.0149 3.1213 -1.8766 0.0 0.3 0.5
C 0.0381 3.1781 3.4514 -0.7 -1.2 0.3
O -1.1569 3.4906 3.5036 -0.1 0.2 -0.1
N 0.5616 2.2640 4.2899 0.1 -0.8 1.6
N 0.8396 3.6553 2.4732 1.9 -0.4 -0.9
H 1.5458 2.0310 4.4342 -0.4 0.4 -0.7
H -0.0573 1.7550 4.9586 0.4 0.8 -0.8
H 1.6657 3.0661 2.2760 -0.7 0.6 0.3
H 0.3691 3.8488 1.6021 -0.3 0.5 -0.2
C 6.4604 1.7735 -0.3637 -0.7 0.9 -0.5
O 7.0073 0.7452 -0.7308 0.1 -0.5 -1.4
N 5.9058 2.7668 -1.1726 1.4 -1.7 1.2
N 6.4253 1.9892 0.9787 -0.7 -0.6 2.3
H 5.3201 3.3797 -0.6830 -0.9 1.0 0.4
H 5.7779 2.6794 -2.1624 0.3 -0.4 -0.5
H 6.2817 1.1219 1.5216 0.8 0.4 -0.9
H 5.8448 2.6305 1.5100 -0.1 0.7 -1.0
C 4.4624 -6.7822 -0.7200 0.8 -0.7 1.2
O 3.6104 -7.0366 -1.5552 0.1 -0.1 -0.1
N 5.2587 -5.6880 -0.6765 -1.6 1.0 -2.8
N 4.7565 -7.6099 0.3598 0.1 -0.2 0.5
H 5.8815 -5.5858 0.0677 1.1 0.4 1.0
H 5.0634 -4.9224 -1.3545 0.3 -1.0 0.9
H 5.5303 -7.4484 0.9885 0.1 0.7 -0.3
H 4.4634 -8.5559 0.4467 -0.7 -0.3 -0.7
C -2.8885 1.8411 -0.1764 0.1 2.9 -0.4
O -3.5224 1.0669 -0.8678 -0.6 -1.6 -0.3
N -3.0159 1.9374 1.1496 -0.4 -2.1 1.6
N -2.1837 2.8504 -0.7608 0.7 -0.8 0.3
H -2.2716 2.2721 1.7333 0.3 0.4 0.1
H -3.4973 1.1005 1.5107 0.4 0.8 0.0
H -1.7696 3.6649 -0.3614 0.2 0.3 0.9
H -2.3025 2.9219 -1.7265 -0.1 -0.2 -1.8
C -2.1503 0.1804 5.5528 -3.1 -2.0 -0.7
O -0.9844 0.3479 5.5378 4.5 0.2 -0.3
N -2.9573 1.1370 6.0368 1.0 3.0 -0.3
N -2.7640 -0.9523 5.0616 0.2 0.1 -0.3
H -3.7192 0.8779 6.5772 -1.6 -0.2 1.1
H -2.4095 1.9957 6.2868 -1.1 -1.4 0.1
H -2.1586 -1.5362 4.4516 -0.6 0.3 0.4
H -3.6857 -0.8014 4.6569 0.2 -0.2 0.1
C -3.8973 -4.1942 -2.5141 0.1 -1.1 0.0
O -3.7175 -3.0001 -2.7504 -0.4 -0.7 -0.9
N -3.5467 -4.7034 -1.2946 -0.2 0.9 -1.1
N -4.3398 -5.2245 -3.4195 0.6 2.9 -0.5
H -3.4550 -3.9753 -0.6130 0.0 0.0 0.5
H -3.8353 -5.6317 -1.0266 -0.3 -0.2 0.0
H -4.6575 -4.8323 -4.3316 0.2 -0.7 1.3
H -4.8938 -5.9380 -2.9901 -0.3 -0.3 0.0
C -6.7375 -4.0752 4.4625 0.6 0.0 0.8
O -7.1654 -4.7869 5.3533 0.0 -0.5 -0.2
N -7.4649 -3.4541 3.5580 -2.5 0.9 -2.7
N -5.3881 -3.7046 4.3857 -0.1 0.4 0.9
H -7.0431 -2.7437 2.9620 -0.1 -0.4 0.2
H -8.4235 -3.7373 3.3100 1.0 0.2 0.6
H -5.2593 -2.7999 3.9101 0.1 -0.6 0.0
H -5.2632 -3.5702 5.3787 1.2 0.0 0.3
C 2.7104 4.8086 -1.9778 -0.1 1.2 -0.9
O 2.6673 4.1267 -0.9515 0.7 -0.3 -0.1
N 2.2590 6.1124 -1.9934 0.0 -0.5 -1.5
N 3.2481 4.4301 -3.1785 0.3 -2.4 3.5
H 1.7769 6.4724 -2.8399 0.7 -0.2 1.2
H 1.9138 6.3949 -1.1165 -0.9 0.4 0.8
H 3.7046 3.5197 -3.2246 -0.1 0.4 -0.5
H 2.9817 4.9087 -3.9589 -0.4 1.3 -2.6
C 3.2781 -0.2772 2.7998 -1.1 0.5 -1.7
O 3.0466 -1.4695 2.9286 0.2 -0.4 0.1
N 3.2778 0.3376 1.5721 0.1 0.5 0.2
N 3.4490 0.5656 3.8729 -0.3 -0.7 -0.7
H 2.8941 -0.1353 0.7726 0.0 -0.5 -0.3
H 3.2475 1.3478 1.4809 0.2 -0.3 0.4
H 4.1081 1.2958 3.6603 0.3 0.4 0.6
H 3.5925 -0.1040 4.5992 0.6 0.4 1.3
C 1.0949 0.2854 -0.9915 -1.3 -0.7 1.1
O 2.0739 -0.4532 -1.0467 1.3 0.9 -0.1
N 1.0829 1.6442 -0.7946 1.6 -0.5 -0.4
N -0.1373 -0.3228 -0.8776 0.9 0.8 -0.3
H 1.8854 2.2113 -1.0400 0.2 -0.3 0.1
H 0.2450 2.1636 -0.8279 -1.3 0.3 0.0
H -0.8817 0.2305 -1.2320 -1.0 0.1 -0.2
H -0.0784 -1.2934 -1.1454 -0.3 -0.4 0.0
```
Positions in Å, forces in eV/Å.

Properties
Total energy, eV: -159401.00058
LUMO level, eV: 0.152
M, g mol⁻¹: 1561.5
ΔE to the lowest compared entry with this formula, charge and spin, eV: 3.159
E_HOMO, hartree: -0.346
HOMO-LUMO gap, eV: 9.56